[1]
Formula: BrNa
Source: the Open Molecules 2025 dataset
Level of theory: ωB97M-V/def2-TZVPD

Each line ends with the natural charge from an NBO analysis.
Geometry (Å):
1 Na 1.395 -0.352 0.245  0.98
2 Br -1.395 0.352 -0.245  0.02

Summary:
Charge   +1
HOMO energy (spin up / spin down)   -16.4 / -15.9 eV
2S+1   2

[2]
Formula: BrO2Pb2V
Source: the Open Molecules 2025 dataset
Level of theory: ωB97M-V/def2-TZVPD

Each line ends with the Löwdin charge.
Geometry (Å):
1 Pb 3.076 0.234 -0.338  1.74
2 Pb -1.501 2.705 1.632  1.70
3 O -1.559 -1.947 -0.139  -0.08
4 V -1.050 -0.673 -0.835  1.03
5 O 0.435 -1.026 -1.456  -0.39
6 Br 0.600 0.706 1.137  -0.01

Summary:
ΔE to the lowest compared entry with this formula, charge and spin   0.0 kcal per mole
Charge   +4
HOMO energy   -26.9 eV
2S+1   1

[3]
Formula: BrPb
Source: the Open Molecules 2025 dataset
Level of theory: ωB97M-V/def2-TZVPD

Each line ends with the natural charge from an NBO analysis.
Geometry (Å):
1 Pb -1.006 10.871 25.763  1.48
2 Br -3.045 9.010 25.932  -0.48

Summary:
ΔE to the lowest compared entry with this formula, charge and spin   10.1 kcal per mole
Charge   +1
HOMO energy   -15.2 eV
2S+1   1

[4]
Formula: BrPd
Source: the Open Molecules 2025 dataset
Level of theory: ωB97M-V/def2-TZVPD

Each line ends with the natural charge from an NBO analysis.
Geometry (Å):
1 Pd 0.461 -0.541 -0.643  0.70
2 Br -0.461 0.541 0.643  0.30

Summary:
ΔE to the lowest compared entry with this formula, charge and spin   47.0 kcal per mole
Charge   +1
HOMO energy (spin up / spin down)   -16.7 / -16.3 eV
2S+1   3

[5]
Formula: BrPd
Source: the Open Molecules 2025 dataset
Level of theory: ωB97M-V/def2-TZVPD

Each line ends with the natural charge from an NBO analysis.
Geometry (Å):
1 Pd -0.280 -0.024 -1.206  0.95
2 Br 0.280 0.024 1.206  0.05

Summary:
ΔE to the lowest compared entry with this formula, charge and spin   15.3 kcal per mole
Charge   +1
HOMO energy (spin up / spin down)   -17.1 / -16.7 eV
2S+1   3

[6]
Formula: BrPt2
Source: the Open Molecules 2025 dataset
Level of theory: ωB97M-V/def2-TZVPD

Each line ends with the natural charge from an NBO analysis.
Geometry (Å):
1 Pt 1.683 -0.803 -0.430  1.26
2 Pt -1.330 1.112 0.861  1.45
3 Br -0.353 -0.308 -0.430  0.28

Summary:
ΔE to the lowest compared entry with this formula, charge and spin   39.0 kcal per mole
Charge   +3
HOMO energy (spin up / spin down)   -27.6 / -27.8 eV
2S+1   5

[7]
Formula: BrSr
Source: the Open Molecules 2025 dataset
Level of theory: ωB97M-V/def2-TZVPD

Each line ends with the Löwdin charge.
Geometry (Å):
1 Sr -0.497 1.159 -0.560  1.33
2 Br 0.497 -1.159 0.560  -0.33

Summary:
ΔE to the lowest compared entry with this formula, charge and spin   1.7 kcal per mole
Charge   +1
HOMO energy   -13.6 eV
2S+1   1

[8]
Formula: C101H217N15O13
Source: the Open Molecules 2025 dataset
Level of theory: ωB97M-V/def2-TZVPD

Each line ends with the Löwdin charge.
Geometry (Å):
1 C 11.974 -0.774 2.232  -0.03
2 C 13.137 -0.590 1.209  -0.45
3 C 12.518 -0.360 -0.177  -0.16
4 C 13.260 0.477 -1.217  -0.20
5 C 13.706 1.779 -0.614  -0.13
6 C 14.108 1.914 0.898  -0.46
7 N 14.079 0.580 1.585  -0.10
8 O 14.550 0.685 2.940  -0.01
9 C 15.463 2.649 1.006  -0.04
10 C 13.053 2.820 1.619  -0.04
11 C 14.057 -1.780 0.995  -0.03
12 H 11.416 0.099 2.571  0.07
13 H 12.453 -1.184 3.121  0.08
14 H 11.185 -1.475 1.961  0.06
15 H 12.394 -1.319 -0.681  0.12
16 H 11.527 0.085 -0.083  0.11
17 H 12.769 0.634 -2.178  0.12
18 H 14.127 -0.116 -1.507  0.10
19 H 12.787 2.336 -0.798  0.10
20 H 14.443 2.279 -1.243  0.11
21 H 15.910 2.649 2.000  0.08
22 H 16.172 2.054 0.430  0.08
23 H 15.329 3.652 0.602  0.09
24 H 13.529 3.266 2.492  0.07
25 H 12.832 3.676 0.980  0.08
26 H 12.154 2.293 1.939  0.07
27 H 13.530 -2.679 1.314  0.08
28 H 14.778 -1.747 1.812  0.07
29 H 14.538 -1.874 0.021  0.08
30 H 13.801 1.147 3.324  0.07
31 C 15.797 -11.314 0.946  -0.04
32 C 17.005 -11.660 1.852  -0.44
33 C 17.437 -10.209 2.376  -0.16
34 C 18.374 -10.095 3.578  -0.15
35 C 17.883 -10.967 4.810  -0.08
36 C 17.389 -12.392 4.343  -0.47
37 N 16.573 -12.431 3.072  -0.06
38 O 16.217 -13.764 2.649  -0.04
39 C 18.646 -13.296 4.217  -0.05
40 C 16.569 -13.092 5.401  -0.07
41 C 18.207 -12.178 1.017  -0.02
42 H 16.013 -10.585 0.165  0.08
43 H 14.943 -11.013 1.553  0.07
44 H 15.472 -12.236 0.464  0.07
45 H 17.913 -9.668 1.558  0.09
46 H 16.585 -9.575 2.623  0.09
47 H 18.450 -9.011 3.655  0.10
48 H 19.343 -10.406 3.186  0.10
49 H 17.353 -10.558 5.671  0.10
50 H 18.822 -11.230 5.295  0.10
51 H 19.242 -13.380 5.126  0.08
52 H 18.453 -14.298 3.833  0.09
53 H 19.372 -12.758 3.607  0.07
54 H 16.373 -14.146 5.206  0.08
55 H 17.124 -13.157 6.336  0.08
56 H 15.589 -12.747 5.730  0.08
57 H 19.188 -11.984 1.451  0.07
58 H 18.230 -11.665 0.055  0.08
59 H 18.064 -13.245 0.847  0.08
60 H 15.310 -13.964 2.891  0.08
61 C 4.336 -4.206 1.978  -0.02
62 C 3.456 -5.159 2.938  -0.42
63 C 2.574 -6.166 2.143  -0.14
64 C 3.293 -7.413 1.615  -0.22
65 C 3.981 -8.067 2.750  -0.12
66 C 5.003 -7.091 3.527  -0.46
67 N 4.320 -5.872 3.930  -0.14
68 O 4.993 -5.005 4.726  0.01
69 C 5.432 -7.889 4.731  -0.07
70 C 6.304 -6.844 2.762  -0.02
71 C 2.440 -4.158 3.548  -0.05
72 H 5.066 -3.561 2.468  0.06
73 H 3.718 -3.857 1.150  0.08
74 H 4.979 -4.899 1.435  0.04
75 H 1.709 -6.492 2.721  0.11
76 H 2.041 -5.590 1.387  0.12
77 H 3.935 -6.971 0.853  0.09
78 H 2.669 -8.170 1.141  0.12
79 H 4.402 -8.977 2.322  0.11
80 H 3.188 -8.464 3.384  0.12
81 H 6.147 -8.698 4.583  0.07
82 H 6.001 -7.302 5.452  0.08
83 H 4.650 -8.337 5.344  0.09
84 H 6.807 -5.907 3.004  0.06
85 H 7.054 -7.605 2.974  0.08
86 H 6.056 -6.842 1.700  0.07
87 H 1.713 -4.662 4.185  0.08
88 H 2.005 -3.462 2.831  0.09
89 H 2.861 -3.499 4.308  0.07
90 H 4.266 -4.739 5.294  0.11
91 C 7.358 -9.847 6.930  -0.02
92 C 8.092 -10.914 7.811  -0.50
93 C 9.655 -10.764 7.516  -0.10
94 C 10.493 -11.551 8.564  -0.17
95 C 10.266 -10.981 9.921  -0.16
96 C 8.744 -11.118 10.335  -0.43
97 N 7.849 -10.665 9.182  -0.13
98 O 6.521 -10.697 9.593  0.00
99 C 8.462 -12.579 10.784  -0.02
100 C 8.768 -10.058 11.442  -0.05
101 C 7.682 -12.337 7.411  -0.03
102 H 7.562 -10.162 5.906  0.07
103 H 7.809 -8.856 6.883  0.07
104 H 6.282 -9.991 7.028  0.09
105 H 9.822 -11.116 6.498  0.11
106 H 9.866 -9.696 7.579  0.09
107 H 11.578 -11.473 8.503  0.11
108 H 10.215 -12.604 8.516  0.10
109 H 10.549 -9.933 9.829  0.08
110 H 10.724 -11.483 10.774  0.12
111 H 8.714 -13.320 10.025  0.06
112 H 9.159 -12.782 11.597  0.08
113 H 7.467 -12.946 11.036  0.08
114 H 9.453 -10.231 12.272  0.09
115 H 8.856 -9.006 11.172  0.08
116 H 7.793 -10.225 11.901  0.08
117 H 8.313 -13.166 7.732  0.07
118 H 7.542 -12.543 6.350  0.07
119 H 6.756 -12.455 7.974  0.08
120 H 6.369 -9.765 9.770  0.11
121 C 14.219 -9.028 4.181  -0.01
122 C 12.890 -8.582 4.879  -0.44
123 C 13.124 -7.286 5.720  -0.12
124 C 13.375 -6.086 4.799  -0.15
125 C 12.121 -5.841 3.942  -0.18
126 C 11.789 -6.935 3.054  -0.52
127 N 11.747 -8.177 3.923  -0.08
128 O 11.265 -9.233 3.174  -0.02
129 C 10.449 -6.553 2.495  -0.04
130 C 12.865 -6.981 1.930  0.00
131 C 12.349 -9.687 5.738  -0.04
132 H 14.783 -8.123 3.955  0.06
133 H 13.985 -9.486 3.220  0.06
134 H 14.728 -9.705 4.867  0.08
135 H 12.246 -7.077 6.330  0.09
136 H 13.877 -7.257 6.507  0.09
137 H 14.296 -6.217 4.231  0.09
138 H 13.581 -5.155 5.327  0.09
139 H 12.214 -4.846 3.507  0.12
140 H 11.267 -5.614 4.581  0.12
141 H 9.626 -6.628 3.206  0.09
142 H 10.486 -5.640 1.901  0.09
143 H 10.107 -7.326 1.807  0.07
144 H 12.583 -7.555 1.047  0.08
145 H 13.090 -5.978 1.569  0.09
146 H 13.705 -7.602 2.241  0.06
147 H 11.422 -9.349 6.202  0.07
148 H 13.114 -9.974 6.460  0.09
149 H 12.109 -10.580 5.161  0.08
150 H 11.914 -9.295 2.470  0.07
151 C 8.704 -11.702 1.968  -0.06
152 C 9.414 -13.011 1.964  -0.42
153 C 8.429 -14.179 1.385  -0.10
154 C 9.177 -15.464 0.951  -0.18
155 C 10.352 -15.088 0.036  -0.12
156 C 11.349 -14.025 0.605  -0.46
157 N 10.592 -12.798 1.026  -0.13
158 O 11.427 -11.745 1.282  -0.01
159 C 12.368 -14.571 1.502  -0.06
160 C 12.235 -13.515 -0.599  -0.05
161 C 9.868 -13.341 3.440  -0.02
162 H 8.693 -11.242 0.980  0.08
163 H 9.032 -11.041 2.770  0.08
164 H 7.635 -11.699 2.182  0.08
165 H 7.721 -14.406 2.182  0.11
166 H 7.831 -13.741 0.586  0.10
167 H 8.508 -16.158 0.443  0.11
168 H 9.586 -15.864 1.879  0.10
169 H 9.845 -14.755 -0.870  0.12
170 H 10.783 -16.086 -0.047  0.12
171 H 12.049 -14.961 2.468  0.07
172 H 12.801 -15.398 0.940  0.09
173 H 13.248 -14.012 1.819  0.08
174 H 11.573 -13.089 -1.352  0.07
175 H 13.036 -12.790 -0.453  0.05
176 H 12.848 -14.274 -1.085  0.09
177 H 10.490 -14.224 3.584  0.05
178 H 9.042 -13.586 4.108  0.07
179 H 10.607 -12.673 3.881  0.07
180 H 11.197 -11.205 0.523  0.10
181 C 14.282 -8.981 -3.579  -0.02
182 C 13.746 -10.474 -3.627  -0.47
183 C 12.211 -10.384 -3.549  -0.11
184 C 11.430 -11.575 -4.101  -0.21
185 C 11.732 -11.859 -5.509  -0.15
186 C 13.260 -12.079 -5.640  -0.50
187 N 14.095 -11.046 -4.972  -0.07
188 O 15.574 -11.223 -5.090  -0.01
189 C 13.676 -13.458 -5.221  -0.05
190 C 13.610 -11.951 -7.184  -0.04
191 C 14.374 -11.309 -2.557  -0.04
192 H 14.113 -8.387 -4.477  0.08
193 H 15.345 -8.910 -3.351  0.07
194 H 13.893 -8.370 -2.764  0.07
195 H 11.877 -10.377 -2.512  0.11
196 H 11.809 -9.457 -3.959  0.12
197 H 10.348 -11.501 -3.986  0.07
198 H 11.643 -12.563 -3.693  0.10
199 H 11.567 -10.893 -5.986  0.12
200 H 11.141 -12.722 -5.820  0.14
201 H 13.529 -13.528 -4.143  0.06
202 H 13.130 -14.329 -5.584  0.09
203 H 14.759 -13.572 -5.274  0.09
204 H 14.682 -12.086 -7.323  0.07
205 H 13.001 -12.610 -7.803  0.08
206 H 13.460 -10.923 -7.516  0.07
207 H 14.409 -12.396 -2.626  0.08
208 H 13.730 -11.127 -1.696  0.07
209 H 15.397 -11.000 -2.339  0.08
210 H 15.718 -10.573 -5.782  0.09
211 C 7.895 -10.869 -4.066  -0.04
212 C 7.164 -9.546 -3.640  -0.46
213 C 5.848 -9.428 -4.503  -0.11
214 C 4.534 -10.160 -4.052  -0.19
215 C 4.350 -9.778 -2.673  -0.19
216 C 5.551 -10.077 -1.690  -0.47
217 N 6.745 -9.482 -2.249  -0.16
218 O 7.789 -9.495 -1.358  0.00
219 C 5.148 -9.278 -0.457  -0.04
220 C 5.673 -11.598 -1.515  -0.01
221 C 8.159 -8.372 -4.003  -0.02
222 H 8.528 -10.778 -4.949  0.07
223 H 7.194 -11.678 -4.266  0.07
224 H 8.599 -11.206 -3.306  0.06
225 H 5.671 -8.353 -4.527  0.11
226 H 6.119 -9.730 -5.514  0.11
227 H 4.563 -11.231 -4.253  0.11
228 H 3.717 -9.809 -4.682  0.12
229 H 3.501 -10.386 -2.361  0.12
230 H 3.945 -8.768 -2.609  0.12
231 H 5.828 -9.296 0.395  0.08
232 H 4.957 -8.232 -0.696  0.08
233 H 4.195 -9.717 -0.162  0.09
234 H 4.743 -12.163 -1.455  0.08
235 H 6.203 -12.204 -2.250  0.07
236 H 6.196 -11.700 -0.564  0.07
237 H 8.078 -8.274 -5.086  0.08
238 H 9.144 -8.621 -3.610  0.07
239 H 7.855 -7.397 -3.622  0.08
240 H 7.944 -8.548 -1.403  0.10
241 C 13.727 -7.407 9.773  -0.02
242 C 12.826 -6.116 9.797  -0.41
243 C 13.440 -5.083 8.662  -0.10
244 C 12.324 -4.108 8.224  -0.18
245 C 11.005 -4.749 7.848  -0.15
246 C 10.416 -5.741 8.872  -0.44
247 N 11.493 -6.598 9.476  -0.10
248 O 11.079 -7.632 10.337  -0.02
249 C 9.609 -4.826 9.874  -0.02
250 C 9.439 -6.641 8.078  -0.03
251 C 12.969 -5.298 11.115  -0.03
252 H 14.174 -7.644 10.739  0.07
253 H 14.619 -7.336 9.151  0.06
254 H 13.310 -8.397 9.591  0.07
255 H 14.343 -4.535 8.934  0.10
256 H 13.794 -5.717 7.849  0.07
257 H 12.646 -3.668 7.280  0.10
258 H 12.257 -3.334 8.988  0.11
259 H 11.171 -5.192 6.866  0.09
260 H 10.345 -3.896 7.686  0.12
261 H 9.428 -5.368 10.803  0.07
262 H 10.228 -4.008 10.242  0.07
263 H 8.743 -4.384 9.382  0.08
264 H 9.094 -7.543 8.583  0.07
265 H 8.643 -6.194 7.482  0.09
266 H 9.994 -6.817 7.157  0.06
267 H 12.827 -4.221 11.032  0.07
268 H 13.982 -5.346 11.516  0.07
269 H 12.322 -5.779 11.849  0.08
270 H 11.258 -8.430 9.835  0.05
271 C 19.642 -7.459 -0.068  -0.05
272 C 18.807 -6.224 0.081  -0.52
273 C 19.505 -5.350 1.138  -0.16
274 C 19.148 -3.917 1.158  -0.18
275 C 19.351 -3.349 -0.326  -0.13
276 C 18.592 -4.076 -1.441  -0.51
277 N 18.735 -5.573 -1.189  -0.09
278 O 18.247 -6.388 -2.268  -0.01
279 C 17.118 -3.654 -1.309  -0.02
280 C 19.314 -3.620 -2.643  -0.05
281 C 17.377 -6.552 0.657  0.00
282 H 19.041 -8.217 -0.571  0.08
283 H 19.878 -8.078 0.797  0.08
284 H 20.509 -7.277 -0.704  0.09
285 H 19.397 -5.721 2.157  0.12
286 H 20.563 -5.305 0.880  0.12
287 H 19.912 -3.446 1.776  0.11
288 H 18.170 -3.632 1.546  0.10
289 H 20.434 -3.338 -0.445  0.11
290 H 19.174 -2.275 -0.366  0.11
291 H 16.543 -4.280 -1.992  0.08
292 H 16.717 -4.018 -0.363  0.07
293 H 17.104 -2.588 -1.538  0.09
294 H 18.664 -3.802 -3.499  0.08
295 H 19.581 -2.564 -2.678  0.09
296 H 20.183 -4.273 -2.726  0.10
297 H 16.705 -6.780 -0.171  0.08
298 H 16.913 -5.723 1.190  0.06
299 H 17.339 -7.430 1.302  0.06
300 H 19.024 -6.776 -2.678  0.09
301 C 16.094 -2.917 4.943  -0.05
302 C 17.340 -3.435 5.661  -0.42
303 C 17.103 -2.977 7.156  -0.13
304 C 17.823 -3.780 8.216  -0.18
305 C 17.506 -5.287 7.984  -0.12
306 C 17.855 -5.832 6.532  -0.46
307 N 17.181 -4.960 5.567  -0.14
308 O 17.277 -5.423 4.300  -0.01
309 C 19.353 -5.888 6.303  -0.03
310 C 17.292 -7.270 6.586  -0.04
311 C 18.648 -2.856 5.013  -0.01
312 H 15.252 -3.569 5.172  0.07
313 H 16.321 -3.151 3.903  0.06
314 H 15.919 -1.847 4.833  0.09
315 H 17.481 -1.967 7.316  0.12
316 H 16.026 -2.928 7.318  0.10
317 H 17.660 -3.630 9.283  0.11
318 H 18.895 -3.644 8.071  0.10
319 H 16.480 -5.437 8.321  0.09
320 H 18.117 -5.802 8.725  0.11
321 H 19.663 -6.276 5.333  0.08
322 H 19.881 -4.936 6.239  0.06
323 H 19.937 -6.417 7.056  0.09
324 H 16.325 -7.458 7.051  0.07
325 H 17.357 -7.852 5.666  0.06
326 H 17.903 -7.982 7.142  0.08
327 H 18.491 -1.777 5.006  0.08
328 H 18.643 -3.048 3.940  0.06
329 H 19.607 -3.035 5.500  0.07
330 H 16.365 -5.710 4.223  0.08
331 C 8.142 -0.842 6.989  -0.87
332 O 8.522 -0.546 8.075  0.06
333 N 6.960 -0.859 6.540  0.17
334 N 8.865 -1.158 5.983  0.16
335 H 6.785 -0.920 5.547  0.10
336 H 6.221 -0.496 7.125  0.12
337 H 8.481 -1.557 5.138  0.04
338 H 9.842 -1.273 6.210  0.12
339 C 7.966 -2.249 2.399  -0.64
340 O 7.744 -1.874 3.585  -0.03
341 N 7.853 -3.497 1.986  0.19
342 N 8.325 -1.379 1.427  0.17
343 H 7.262 -4.123 2.515  0.08
344 H 7.993 -3.743 1.017  0.12
345 H 8.519 -0.423 1.686  0.12
346 H 8.315 -1.746 0.486  0.10

Summary:
ΔE to the lowest compared entry with this formula, charge and spin   251.7 kcal per mole
HOMO energy   -7.9 eV
2S+1   1

Number 1: E -74451.7516 eV. Number 2: E -110267.4248 eV. Number 3: E -75282.7170 eV. Number 4: E -73509.8576 eV. Number 5: E -73511.2323 eV. Number 6: E -76487.7650 eV. Number 7: E -70872.5776 eV. Number 8: E -157202.0659 eV.